No. 1
{
  "formula": "CH3Br3OSi",
  "method": "wB97M-V/def2-TZVPD",
  "relative_energy_kcal_mol": 25.5,
  "lumo_energy_ev": -1.03,
  "total_charge": 0,
  "species": ["C", "O", "Si", "Br", "Br", "Br", "H", "H", "H"],
  "positions_angstrom": [[-0.343, -0.012, -0.059], [-1.608, -0.125, 0.538], [-3.057, -0.533, 0.038], [-3.115, -3.326, -0.488], [-4.348, -0.257, 1.764], [-3.753, 0.416, -1.806], [-0.243, 0.979, -0.502], [-0.205, -0.771, -0.825], [0.398, -0.144, 0.726]]
}


No. 2
{
  "formula": "CH3Br3P",
  "method": "wB97M-V/def2-TZVPD",
  "relative_energy_kcal_mol": 75.1,
  "lumo_energy_ev": -8.09,
  "total_charge": 1,
  "species": ["C", "P", "Br", "Br", "Br", "H", "H", "H"],
  "positions_angstrom": [[1.319, -0.212, 0.107], [0.836, 1.199, 1.118], [-0.242, 2.425, -0.365], [-1.961, -0.758, -0.141], [-4.142, -1.003, -0.519], [2.025, -0.777, 0.759], [1.796, 0.046, -0.912], [0.370, -0.921, -0.047]]
}


No. 3
{
  "formula": "CH3BrCl2Si",
  "method": "wB97M-V/def2-TZVPD",
  "relative_energy_kcal_mol": 49.6,
  "lumo_energy_ev": 0.38,
  "total_charge": 0,
  "species": ["Cl", "Si", "C", "Cl", "Br", "H", "H", "H"],
  "positions_angstrom": [[-2.151, 1.547, 0.548], [-0.720, 0.527, -0.410], [0.747, -0.479, 0.403], [1.866, -1.001, -0.887], [0.053, -1.924, 1.520], [-1.220, -0.413, -1.382], [0.129, 1.760, -1.081], [1.296, -0.018, 1.289]]
}


No. 4
{
  "formula": "CH3BrClNO2S",
  "method": "wB97M-V/def2-TZVPD",
  "relative_energy_kcal_mol": 13.7,
  "lumo_energy_ev": 0.38,
  "total_charge": 0,
  "species": ["N", "S", "O", "O", "C", "Cl", "Br", "H", "H", "H"],
  "positions_angstrom": [[0.785, 1.348, 0.586], [0.668, -0.327, 0.559], [0.139, -0.726, 1.810], [1.772, -0.810, -0.103], [-0.853, -0.579, -0.482], [-0.707, -2.284, -0.887], [-0.758, 0.559, -1.989], [-0.107, 1.674, 0.962], [0.971, 1.654, -0.373], [-1.911, -0.510, -0.084]]
}


| no. | HOMO-LUMO gap (eV) |
| --- | --- |
| 1 | 8.76 |
| 2 | 5.59 |
| 3 | 10.66 |
| 4 | 11.27 |